# 1
Entry from the OMol25 dataset: a 8-piece molecular cluster, C27H36BF4O11 overall (ωB97M-V/def2-TZVPD).

Its LUMO energy is 0.078 hartree. For the HOMO energy, the calculation gives -0.2025 hartree. The charge is -1. Its spin multiplicity is 1.

CARTESIAN COORDINATES (ANGSTROEM)
F1 -0.29 0.33 -0.07
F2 1.02 -1.16 -1.30
F3 -0.89 -1.82 -0.23
F4 0.96 -1.43 0.85
O1 -3.15 -3.43 -0.21
O2 2.11 -1.04 -3.58
O3 0.18 6.20 3.79
O4 -2.96 -4.27 5.34
O5 -4.25 4.11 -4.73
O6 7.16 1.42 -3.82
O7 0.91 2.80 -0.49
O8 0.02 -0.07 3.28
O9 0.38 -4.34 0.33
O10 2.05 -3.17 2.77
O11 -2.69 0.18 -1.22
C1 -2.20 -3.26 4.92
C2 -0.79 -1.10 3.83
C3 5.88 0.83 -3.84
C4 3.87 0.26 -2.48
C5 0.40 5.44 2.73
C6 0.77 3.66 0.50
C7 1.25 5.78 1.62
C8 -3.99 -3.03 -1.25
C9 3.33 -0.37 -3.62
C10 2.95 -2.99 3.81
C11 -0.34 4.22 2.63
C12 -4.71 2.00 -3.64
C13 -2.32 2.25 -2.25
C14 4.03 -0.38 -4.85
C15 -0.56 -1.48 5.21
C16 1.44 4.95 0.53
C17 -3.86 3.05 -3.90
C18 -2.64 3.22 -3.19
C19 0.35 -4.85 -1.01
C20 5.30 0.33 -5.04
C21 -0.19 3.33 1.57
C22 -2.53 -2.74 3.62
C23 -1.75 -1.65 3.08
C24 5.08 0.87 -2.58
C25 -2.98 1.21 -2.05
C26 -4.14 0.96 -2.97
C27 -1.22 -2.69 5.70
B1 0.19 -1.04 -0.23
H1 2.39 -3.09 4.64
H2 0.82 7.10 3.63
H3 -1.94 4.12 -3.08
H4 -3.75 -2.13 -1.68
H5 1.09 -4.34 -1.62
H6 -2.40 -2.64 -0.14
H7 -0.84 -2.98 6.61
H8 -0.49 -4.62 -1.79
H9 -3.90 -3.78 -2.18
H10 3.81 -3.79 4.20
H11 3.52 -1.00 -5.74
H12 -5.58 1.90 -4.08
H13 1.59 -0.72 -2.93
H14 -3.77 -4.43 4.85
H15 -0.01 -0.02 2.30
H16 0.09 -3.34 0.19
H17 7.41 1.71 -2.98
H18 5.89 0.35 -5.91
H19 -1.89 0.17 -0.69
H20 -1.38 2.61 -1.55
H21 3.21 -1.98 3.88
H22 3.44 0.18 -1.57
H23 1.41 -2.48 2.64
H24 -3.15 -3.15 2.83
H25 1.78 6.61 1.67
H26 0.27 -5.92 -1.43
H27 -0.71 2.36 1.64
H28 -1.86 -1.43 2.12
H29 2.03 5.22 -0.15
H30 -4.55 -0.09 -2.75
H31 5.42 1.30 -1.57
H32 -1.16 3.90 3.30
H33 -5.04 -2.61 -0.89
H34 0.40 1.93 -0.35
H35 -3.70 4.80 -4.78
H36 0.38 -0.80 5.80

=====

# 2
Entry from the OMol25 dataset: C27H36ClN3O4Ta as an isolated structure (ωB97M-V/def2-TZVPD).

Its LUMO energy is -0.183 hartree. For the HOMO energy, the calculation gives -0.4163 hartree. The charge is +1. Its spin multiplicity is 1.

CARTESIAN COORDINATES (ANGSTROEM)
Ta1 -0.59 -0.65 -1.32
Cl1 -0.23 -2.00 -3.29
O1 -0.11 -2.77 -4.45
O2 0.14 -2.67 -2.02
O3 -1.64 -1.52 -3.02
O4 0.58 -0.76 -3.26
N1 -3.08 0.75 0.34
N2 0.42 -1.25 0.35
N3 0.36 1.05 -0.91
C1 -1.88 -3.12 0.16
C2 0.60 3.32 -0.13
C3 1.57 -4.07 2.45
C4 2.08 -1.74 3.07
C5 3.59 -1.55 2.85
C6 1.61 -0.55 0.25
C7 0.62 4.68 -0.41
C8 1.38 -2.74 2.10
C9 1.57 0.67 -0.37
C10 0.15 5.17 -1.62
C11 -0.32 -4.76 1.17
C12 0.14 2.46 -1.14
C13 -2.92 -3.00 1.29
C14 -2.80 2.37 -3.04
C15 -0.49 2.94 -2.29
C16 0.42 -2.49 1.10
C17 -0.89 2.18 -4.69
C18 -0.53 -3.46 0.77
C19 -2.37 -4.09 -0.92
C20 -2.21 0.24 -0.24
C21 2.38 3.16 1.68
C22 1.37 -0.41 3.35
C23 -0.06 3.45 2.28
C24 -1.31 2.08 -3.22
C25 -0.44 4.31 -2.53
C26 0.94 2.84 1.28
C27 0.79 -5.09 1.94
H1 -1.11 3.18 -5.08
H2 4.07 -1.30 3.80
H3 0.99 5.37 0.35
H4 -1.15 1.04 -2.95
H5 0.20 6.23 -1.83
H6 0.29 -0.56 3.50
H7 -3.91 -2.78 0.88
H8 -2.90 -4.93 -0.47
H9 0.17 1.99 -4.82
H10 2.41 1.34 -0.43
H11 -3.07 -3.60 -1.60
H12 0.02 4.53 2.32
H13 2.60 2.76 2.67
H14 2.33 -4.30 3.19
H15 -1.09 3.19 2.02
H16 0.14 3.06 3.29
H17 1.99 -2.29 4.01
H18 3.83 -0.74 2.16
H19 -3.11 2.24 -2.00
H20 -1.91 -2.09 -0.24
H21 -2.97 -3.95 1.83
H22 -1.03 -5.53 0.90
H23 2.51 -0.98 0.64
H24 -3.40 1.72 -3.67
H25 -3.02 3.40 -3.32
H26 2.54 4.25 1.72
H27 4.07 -2.46 2.48
H28 -1.46 1.46 -5.29
H29 3.11 2.75 0.98
H30 1.78 0.01 4.27
H31 -2.65 -2.21 1.99
H32 -0.89 4.72 -3.43
H33 -1.55 -4.51 -1.51
H34 1.51 0.33 2.57
H35 0.97 -6.12 2.22
H36 0.80 1.77 1.33

=====

# 3
Entry from the OMol25 dataset: a 5-piece molecular cluster, C27H36FN5O6 overall (ωB97M-V/def2-TZVPD).

Its LUMO energy is -0.059 hartree. For the HOMO energy, the calculation gives -0.3051 hartree. The charge is 0. Its spin multiplicity is 1. As for the SMILES: O=C1C=C(F)C(=O)c2c1cccc2-c1ccncc1.CN(C)C=O.CN(C)C=O.CN(C)C=O.CN(C)C=O.

CARTESIAN COORDINATES (ANGSTROEM)
F1 7.81 -1.92 1.47
O1 3.28 -3.56 3.47
O2 6.07 -1.33 -0.94
O3 0.28 3.59 -0.70
O4 -1.84 1.79 2.27
O5 -3.53 -2.13 1.48
O6 1.03 -1.54 -2.44
N1 0.32 -3.44 -1.34
N2 5.65 2.36 -4.21
N3 -2.79 1.24 4.31
N4 -5.11 -1.50 -0.09
N5 -1.30 4.23 -2.27
C1 1.48 0.66 -0.12
C2 4.52 2.40 -1.61
C3 -3.26 1.69 5.60
C4 -2.26 2.11 3.38
C5 -4.17 -1.54 -1.19
C6 3.94 -2.63 2.74
C7 -0.36 4.18 -3.37
C8 -0.86 3.91 -1.00
C9 6.30 -1.97 1.52
C10 5.60 -2.55 2.70
C11 3.10 -1.53 1.81
C12 1.60 -3.67 -0.71
C13 -2.67 4.60 -2.54
C14 5.32 2.96 -2.89
C15 4.16 0.22 -3.11
C16 3.05 0.23 -0.40
C17 -4.67 -1.81 1.18
C18 -2.87 -0.17 3.99
C19 -6.48 -1.13 -0.36
C20 0.70 -0.06 1.17
C21 5.03 1.00 -4.21
C22 0.16 -2.36 -2.17
C23 -0.77 -4.37 -1.07
C24 3.89 -0.88 0.51
C25 5.43 -1.35 0.24
C26 1.54 -1.12 2.10
C27 3.87 0.91 -1.67
H1 -4.66 -1.27 -2.13
H2 0.05 3.17 -3.44
H3 -3.31 -0.73 4.82
H4 3.77 -0.87 -3.32
H5 -0.97 -4.37 0.01
H6 5.73 4.08 -2.77
H7 -1.87 -0.55 3.78
H8 -2.24 3.15 3.73
H9 -2.69 5.60 -2.97
H10 5.22 0.40 -5.22
H11 -5.47 -1.74 1.94
H12 4.41 3.05 -0.64
H13 -6.91 -1.84 -1.07
H14 6.26 -2.94 3.59
H15 -3.35 -0.85 -0.99
H16 -4.32 1.43 5.70
H17 -0.85 4.45 -4.31
H18 -0.47 -5.37 -1.39
H19 -1.68 -4.07 -1.60
H20 0.88 1.42 -0.80
H21 -0.43 0.20 1.39
H22 -3.27 4.59 -1.62
H23 -6.50 -0.12 -0.79
H24 -3.10 3.88 -3.25
H25 1.57 -4.57 -0.08
H26 0.96 -1.60 3.01
H27 -3.76 -2.56 -1.27
H28 -3.14 2.77 5.71
H29 -0.85 -2.28 -2.59
H30 -2.69 1.18 6.38
H31 -7.08 -1.13 0.56
H32 0.46 4.88 -3.17
H33 1.86 -2.80 -0.10
H34 2.36 -3.80 -1.49
H35 -3.49 -0.30 3.09
H36 -1.66 3.98 -0.24

=====

# 4
Entry from the OMol25 dataset: C27H36MoN3S7 as an isolated structure (ωB97M-V/def2-TZVPD).

Its LUMO energy (alpha / beta) is 0.078 / 0.078 hartree. For the HOMO energy (alpha / beta), the calculation gives -0.1202 / -0.1203 hartree. The charge is -1. Its spin multiplicity is 1.

CARTESIAN COORDINATES (ANGSTROEM)
Mo1 0.91 -0.58 0.05
S1 2.64 -3.74 0.26
S2 3.43 -0.29 -0.40
S3 -0.18 1.19 -3.50
S4 0.80 -1.64 -2.08
S5 1.12 -2.69 0.96
S6 -2.49 -1.20 -4.18
S7 4.73 -0.97 -1.87
N1 1.28 0.24 2.27
N2 4.15 -0.88 3.10
N3 1.35 1.79 -0.41
C1 0.97 2.77 0.54
C2 2.48 0.88 2.83
C3 -0.89 0.44 0.36
C4 -2.32 -2.18 4.04
C5 1.63 -1.05 -3.55
C6 0.49 4.66 2.55
C7 1.68 4.70 1.83
C8 -3.20 -3.19 3.68
C9 -3.62 1.10 0.59
C10 -3.33 0.11 -0.28
C11 -1.22 1.22 -4.96
C12 -0.44 3.68 2.25
C13 1.90 3.77 0.83
C14 3.24 0.00 3.82
C15 -1.19 -2.46 -4.02
C16 -1.67 -1.43 3.07
C17 -1.96 -0.34 -0.52
C18 -2.78 -2.67 1.37
C19 -0.24 2.72 1.25
C20 -0.58 -2.68 -2.64
C21 -1.28 1.70 0.96
C22 -1.81 -0.11 -5.44
C23 -3.43 -3.43 2.33
C24 -1.20 -0.93 0.63
C25 -2.60 1.95 1.15
C26 1.33 0.37 -4.08
C27 -1.89 -1.65 1.71
H1 2.16 1.01 -3.78
H2 2.42 5.46 2.04
H3 0.44 0.49 2.77
H4 2.69 -1.10 -3.26
H5 3.90 -0.88 0.72
H6 2.26 1.93 -0.82
H7 -4.66 1.37 0.76
H8 0.64 1.54 -1.10
H9 4.98 -0.40 2.78
H10 -1.62 -3.41 -4.34
H11 -2.92 2.90 1.56
H12 2.83 3.78 0.27
H13 1.51 -1.80 -4.33
H14 -3.70 -3.77 4.44
H15 2.20 1.83 3.27
H16 1.31 0.37 -5.17
H17 0.30 5.36 3.34
H18 -1.07 -0.67 -6.02
H19 -2.63 0.11 -6.13
H20 -0.68 1.69 -5.78
H21 -0.41 -2.22 -4.74
H22 3.15 1.12 1.99
H23 -1.35 3.62 2.84
H24 -1.70 -0.57 -1.54
H25 -2.13 -1.97 5.09
H26 -1.32 -2.61 -1.84
H27 -0.19 -3.70 -2.61
H28 -4.13 -0.34 -0.86
H29 1.37 -0.78 2.38
H30 -2.03 1.90 -4.68
H31 4.43 -1.70 3.63
H32 3.72 0.62 4.58
H33 2.52 -0.63 4.34
H34 -4.11 -4.21 2.03
H35 -2.96 -2.87 0.31
H36 -1.00 -0.64 3.39

=====

# 5
Entry from the OMol25 dataset: C27H37Br4N2O6S4Si2Sn as an isolated structure (ωB97M-V/def2-TZVPD).

Its LUMO energy is 0.078 hartree. For the HOMO energy, the calculation gives -0.1811 hartree. The charge is -1. Its spin multiplicity is 1.

CARTESIAN COORDINATES (ANGSTROEM)
Sn1 -0.79 1.14 0.46
Br1 -3.31 -2.93 5.83
Br2 -4.53 -1.43 3.15
Br3 1.88 -1.10 4.34
Br4 -0.08 -2.76 6.44
S1 0.32 4.04 0.09
S2 4.50 2.22 -3.38
S3 -0.94 3.02 3.74
S4 1.79 2.70 -2.22
Si1 0.58 -2.61 -1.78
Si2 -2.42 -3.81 -0.80
O1 -3.03 -2.07 -2.64
O2 0.34 -0.07 2.00
O3 -1.49 2.47 2.48
O4 -1.62 -1.12 -1.21
O5 -2.33 -0.22 1.48
O6 -2.11 1.24 -2.04
N1 2.93 3.90 -0.25
N2 3.91 3.52 -1.10
C1 1.74 3.60 -0.65
C2 0.18 -3.17 -3.57
C3 -3.59 0.43 -3.79
C4 5.21 3.87 -0.69
C5 -1.86 -0.76 2.57
C6 0.86 3.12 3.52
C7 -1.72 -4.97 0.55
C8 7.71 4.62 0.24
C9 1.45 -0.92 -1.78
C10 5.45 3.96 0.68
C11 -4.32 0.47 -1.37
C12 0.02 -1.28 3.99
C13 -3.14 0.31 -2.33
C14 -2.16 -2.01 4.64
C15 -2.67 -1.42 3.49
C16 -1.27 4.82 3.62
C17 6.69 4.33 1.14
C18 -0.46 -0.69 2.84
C19 -2.70 -4.96 -2.30
C20 -0.81 -1.94 4.90
C21 -1.08 -2.41 -0.82
C22 -2.57 -1.10 -2.09
C23 6.23 4.16 -1.59
C24 3.54 2.85 -2.22
C25 -4.06 -3.10 -0.12
C26 7.47 4.53 -1.12
C27 1.69 -3.90 -0.91
H1 -1.23 -4.43 1.35
H2 1.23 2.11 3.41
H3 1.30 3.59 4.40
H4 -3.18 -5.87 -1.96
H5 -2.44 2.13 -2.20
H6 -4.21 1.31 -3.92
H7 4.65 3.74 1.37
H8 -2.73 0.50 -4.44
H9 -4.52 -3.78 0.59
H10 -4.83 1.42 -1.55
H11 1.71 -3.75 0.16
H12 0.95 -2.86 -4.27
H13 -0.77 -2.76 -3.90
H14 1.08 3.69 2.62
H15 8.26 4.77 -1.82
H16 1.70 -0.62 -0.76
H17 6.87 4.39 2.20
H18 -3.88 -2.16 0.39
H19 1.35 -4.92 -1.09
H20 -4.78 -2.91 -0.91
H21 2.37 -0.93 -2.35
H22 -0.82 -2.24 0.22
H23 -5.03 -0.34 -1.50
H24 -4.17 -0.45 -4.06
H25 -0.85 5.20 2.70
H26 6.05 4.11 -2.66
H27 -1.78 -5.24 -2.78
H28 -2.53 -5.55 0.99
H29 0.10 -4.25 -3.63
H30 8.69 4.91 0.61
H31 -3.95 0.46 -0.34
H32 -2.35 4.96 3.61
H33 -1.00 -5.68 0.14
H34 -0.85 5.32 4.48
H35 0.81 -0.15 -2.20
H36 2.71 -3.82 -1.27
H37 -3.34 -4.50 -3.04

=====

# 6
Entry from the OMol25 dataset: C27H37CaN4O2 as an isolated structure (ωB97M-V/def2-TZVPD).

Its LUMO energy is 0.096 hartree. For the HOMO energy, the calculation gives -0.1581 hartree. The charge is -1. Its spin multiplicity is 1.

CARTESIAN COORDINATES (ANGSTROEM)
Ca1 -0.17 -0.25 1.38
O1 1.81 2.84 2.58
O2 0.44 1.09 2.70
N1 -0.31 0.45 -0.98
N2 1.53 -1.24 0.50
N3 -1.51 2.59 1.52
N4 -0.38 3.14 2.16
C1 1.92 2.44 -3.62
C2 -2.39 1.35 -1.85
C3 1.83 -1.96 3.23
C4 -2.04 -1.78 1.74
C5 -0.28 2.44 -2.39
C6 0.72 2.29 2.48
C7 4.24 -1.96 2.50
C8 -0.99 3.37 -3.15
C9 1.50 -1.12 -0.86
C10 -0.93 -3.70 1.27
C11 -1.51 -2.58 0.70
C12 2.48 -1.96 -1.43
C13 2.84 -4.04 2.34
C14 -3.18 0.26 -1.17
C15 2.83 -2.51 2.21
C16 -4.13 0.83 -0.11
C17 -0.98 1.40 -1.74
C18 -2.36 3.30 -3.27
C19 0.63 -0.26 -1.54
C20 3.10 -2.59 -0.38
C21 -3.98 -0.57 -2.17
C22 1.22 2.61 -2.27
C23 2.47 -2.12 0.80
C24 -1.10 -3.63 2.66
C25 1.57 3.98 -1.68
C26 -1.79 -2.46 2.95
C27 -3.05 2.30 -2.61
H1 1.26 4.79 -2.34
H2 1.74 -0.87 3.15
H3 1.08 4.11 -0.71
H4 -1.62 -2.41 -0.37
H5 -2.48 -0.40 -0.66
H6 -2.89 4.03 -3.88
H7 -4.82 1.56 -0.55
H8 1.62 1.85 -1.58
H9 2.16 -2.21 4.24
H10 3.52 -4.49 1.61
H11 -2.84 -1.05 1.62
H12 1.75 1.44 -4.02
H13 1.54 3.16 -4.35
H14 -0.43 -4.49 0.73
H15 -3.35 -0.93 -2.98
H16 -0.45 4.15 -3.65
H17 -3.56 1.32 0.68
H18 -2.35 3.01 1.91
H19 4.56 -2.23 3.50
H20 2.65 4.05 -1.53
H21 -0.77 -4.37 3.38
H22 -0.07 4.05 1.82
H23 -4.42 -1.44 -1.68
H24 -4.71 0.03 0.33
H25 4.95 -2.37 1.78
H26 2.99 2.58 -3.51
H27 -4.79 0.01 -2.61
H28 -1.49 2.74 0.52
H29 3.89 -3.31 -0.45
H30 2.70 -2.07 -2.48
H31 3.17 -4.34 3.33
H32 1.84 -4.43 2.16
H33 0.75 -0.23 -2.63
H34 4.24 -0.88 2.41
H35 -2.12 -2.14 3.93
H36 -4.13 2.25 -2.70
H37 0.86 -2.41 3.07